This record from OMol25 describes one molecule with the formula C16H17ClN2O3. The level of theory is ωB97M-V with the def2-TZVPD basis set.

Results
ΔE to the lowest compared entry with this formula, charge and spin (kcal per mole): 19.8
SMILES: CCc1ccccc1N1C(=O)C(Cl)=C(N2CCOCC2)C1=O
Energy (Eh): -1415.335195
HOMO (eV): -8.38
Max |F| (eV Å⁻¹): 0.80

CARTESIAN COORDINATES (ANGSTROEM)
C  -1.81533  -2.35867  -1.09951
C  -2.04281  -0.92965  -1.59677
C  -2.85911  -0.14126  -0.61259
C  -4.23622  -0.32496  -0.55543
C  -5.02212  0.38127  0.33514
C  -4.44182  1.29981  1.19364
C  -3.07462  1.49542  1.16055
C  -2.29073  0.77348  0.27135
N  -0.88914  1.02590  0.25803
C  -0.33114  2.24078  -0.19735
O  -0.97101  3.15849  -0.63935
C  1.10450  2.09204  -0.02240
Cl  2.10766  3.41065  -0.50729
C  1.40444  0.86925  0.50817
N  2.56815  0.31620  0.88667
C  3.85232  0.93104  0.62173
C  4.50216  0.22713  -0.57916
O  4.64242  -1.15356  -0.34027
C  3.40067  -1.75540  -0.05928
C  2.72801  -1.09856  1.15540
C  0.06918  0.17717  0.72093
O  -0.13696  -0.90342  1.22144
H  -1.22285  -2.91931  -1.81907
H  -2.76640  -2.86689  -0.96077
H  -1.29138  -2.34589  -0.14715
H  -2.57326  -0.96096  -2.55150
H  -1.07910  -0.44395  -1.76434
H  -4.69539  -1.02902  -1.23432
H  -6.08988  0.22177  0.35451
H  -5.05036  1.86240  1.88492
H  -2.60290  2.21031  1.81764
H  4.48271  0.78617  1.50470
H  3.73910  1.99283  0.42371
H  3.88473  0.39940  -1.47396
H  5.50737  0.61210  -0.75431
H  2.73225  -1.67327  -0.93060
H  3.60771  -2.80768  0.13883
H  3.38050  -1.20527  2.02745
H  1.76867  -1.56588  1.36066

=====

This record from OMol25 describes one molecule with the formula C3H5N3O. The level of theory is ωB97M-V with the def2-TZVPD basis set.

Results
ΔE to the lowest compared entry with this formula, charge and spin (kcal per mole): 31.1
SMILES: Nc1c[nH]c(=O)[nH]1
Energy (Eh): -356.807782
HOMO (eV): -7.91
Max |F| (eV Å⁻¹): 5.65

CARTESIAN COORDINATES (ANGSTROEM)
N  -0.36169  1.20312  -1.61674
C  -0.14394  0.30917  -0.56132
C  -0.87706  -0.74353  -0.09015
N  -0.29962  -1.20130  1.06490
C  0.63007  -0.29081  1.51072
O  1.21591  -0.29183  2.57363
N  0.73905  0.62312  0.45659
H  0.45180  1.31234  -2.21732
H  -1.15616  0.91802  -2.18153
H  -0.80468  -1.33327  -1.10989
H  -0.62664  -1.97443  1.60302
H  1.24328  1.48910  0.55399

=====

This record from OMol25 describes a 2-piece molecular cluster, C4H10O2P overall. The level of theory is ωB97M-V with the def2-TZVPD basis set.

Results
Total charge: -1
ΔE to the lowest compared entry with this formula, charge and spin (kcal per mole): 50.0
Energy (Eh): -650.213081
HOMO (eV): -2.74
Max |F| (eV Å⁻¹): 4.05

CARTESIAN COORDINATES (ANGSTROEM)
C  -1.76762  -0.55770  -0.19831
C  2.12759  -0.96449  0.69575
C  0.55746  0.67818  1.77118
C  1.55901  0.43016  1.01416
O  -1.90023  1.92749  -1.27506
O  -1.70930  -0.17161  -3.07601
P  -1.29998  0.50951  -1.42305
H  -2.53436  -0.12097  0.47878
H  -1.24808  -1.46962  0.09577
H  2.88468  -1.17881  1.35036
H  1.31568  -1.69581  0.97709
H  2.45029  -1.23671  -0.29433
H  0.00428  0.88578  -1.87153
H  0.14431  1.67004  1.85318
H  -0.01434  -0.14439  2.27850
H  2.04866  1.17873  0.50693
H  -2.61804  0.26022  -2.88340

=====

This record from OMol25 describes a 10-piece molecular cluster, C42H44Cl4N8 overall. The level of theory is ωB97M-V with the def2-TZVPD basis set.

Results
Total charge: +1
Expectation value of S²: 0.769
Energy (Eh): -3905.211339
HOMO (spin up / spin down) (eV): -10.59 / -10.59
Multiplicity: 2
Max |F| (eV Å⁻¹): 3.83

CARTESIAN COORDINATES (ANGSTROEM)
N  -2.34882  -6.46591  0.76920
C  -3.18620  -6.03406  -0.20344
C  -3.13012  -4.70904  -0.65814
C  -2.15633  -3.84227  -0.11222
C  -1.30799  -4.33726  0.85080
C  -1.41828  -5.62748  1.29855
H  -3.91656  -6.75311  -0.54394
H  -3.75978  -4.42108  -1.48700
H  -2.00266  -2.86741  -0.55088
H  -0.56602  -3.64910  1.22806
H  -0.78844  -6.07557  2.05281
N  1.75707  3.18888  0.24200
C  2.29881  3.83618  -0.77963
C  3.71368  3.96025  -0.93880
C  4.53560  3.37297  0.06215
C  3.93994  2.79977  1.17685
C  2.55883  2.73784  1.23563
H  1.63209  4.30250  -1.48987
H  4.08741  4.43216  -1.83548
H  5.60274  3.30141  -0.08781
H  4.53994  2.28123  1.91000
H  2.09275  2.34972  2.12923
N  -0.58220  3.27166  -3.64940
C  0.45450  2.45524  -3.36945
C  1.71556  2.72232  -3.92501
C  1.91971  3.93784  -4.63396
C  0.83174  4.76028  -4.90236
C  -0.38805  4.42148  -4.35945
H  0.23861  1.57320  -2.78482
H  2.50360  1.99315  -3.80794
H  2.87719  4.24793  -5.02573
H  0.93535  5.70518  -5.41503
H  -1.26056  5.02854  -4.55079
N  -1.64847  1.99877  3.74726
C  -2.74367  1.97622  4.53476
C  -2.74459  2.40946  5.83861
C  -1.53799  2.83804  6.38350
C  -0.38266  2.94118  5.60455
C  -0.46129  2.46853  4.32279
H  -3.72380  1.76514  4.13328
H  -3.64731  2.50903  6.42306
H  -1.30264  3.13573  7.39463
H  0.52888  3.22792  6.10783
H  0.45566  2.43279  3.75330
N  -2.47518  -1.83756  -5.79723
C  -2.06324  -1.70708  -4.49739
C  -2.74349  -0.83918  -3.63832
C  -3.79078  -0.11475  -4.08794
C  -4.23081  -0.22372  -5.42104
C  -3.50926  -1.08958  -6.25338
H  -1.25571  -2.35796  -4.19633
H  -2.41009  -0.80309  -2.61170
H  -4.37060  0.50046  -3.41584
H  -5.13867  0.23879  -5.77920
H  -3.80286  -1.20235  -7.28657
N  -2.11334  5.98854  1.82718
C  -2.38522  4.65159  1.90249
C  -2.07071  3.83327  0.79286
C  -1.60399  4.40341  -0.38458
C  -1.38932  5.77990  -0.47841
C  -1.63231  6.53248  0.70967
H  -2.88388  4.17776  2.73509
H  -2.23629  2.76821  0.86101
H  -1.45095  3.65580  -1.14882
H  -1.09589  6.27252  -1.39362
H  -1.29228  7.55702  0.74282
N  1.82403  -4.54245  2.72044
C  2.15811  -5.86599  2.63939
C  1.58449  -6.83477  3.38544
C  0.75468  -6.38760  4.40374
C  0.45442  -5.03705  4.60079
C  1.03502  -4.10400  3.76198
H  2.82769  -6.04169  1.81043
H  1.79983  -7.89142  3.32598
H  0.33344  -7.07532  5.12207
H  -0.20965  -4.76737  5.40867
H  0.76175  -3.05966  3.79458
N  1.15372  -3.41210  -3.38095
C  0.81430  -3.36376  -2.05463
C  1.29752  -2.34376  -1.24291
C  2.10141  -1.31715  -1.77619
C  2.46508  -1.36026  -3.11099
C  1.92334  -2.42732  -3.88686
H  0.13149  -4.12922  -1.71663
H  1.07294  -2.29765  -0.18753
H  2.48396  -0.54003  -1.13111
H  3.12401  -0.60754  -3.51796
H  2.13773  -2.50799  -4.94229
C  4.15703  -2.35953  2.32625
Cl  3.25205  -0.99861  1.50024
Cl  5.71867  -1.99846  2.99147
H  3.48296  -2.75451  3.08632
H  4.26066  -3.11857  1.55086
C  -0.14044  0.39296  1.10064
Cl  -0.61622  -1.01331  2.11627
Cl  -0.94388  0.33231  -0.39357
H  -0.38082  1.32762  1.60732
H  0.91046  0.31980  0.82071

=====

This record from OMol25 describes an isolated ion of composition C3H11NOPS and charge +1. The level of theory is ωB97M-V with the def2-TZVPD basis set.

Results
Total charge: +1
ΔE to the lowest compared entry with this formula, charge and spin (kcal per mole): 20.8
Energy (Eh): -990.131835
HOMO (eV): -13.33
Max |F| (eV Å⁻¹): 3.75

CARTESIAN COORDINATES (ANGSTROEM)
C  2.31630  1.42253  0.44782
C  -1.20414  2.04016  -1.16234
C  -0.92941  -2.61908  0.38138
N  -0.25744  -2.21856  1.53563
O  1.01156  1.74805  -0.03780
P  -0.41538  1.16216  0.24396
S  -0.41164  -1.13282  -1.02744
H  2.30124  0.34115  0.70889
H  2.48602  2.11292  1.21235
H  3.08230  1.51876  -0.36214
H  -0.60134  1.67614  -2.08279
H  -2.24030  1.89663  -1.38462
H  -0.77005  3.09337  -1.05867
H  -0.59310  -3.60716  0.00964
H  -2.01502  -2.53639  0.26794
H  0.69901  -2.44624  1.62453
H  -1.60945  -0.76506  -1.40083
H  -0.84914  -1.68654  2.08449

=====

This record from OMol25 describes one molecule with the formula C20H25N3O3S. The level of theory is ωB97M-V with the def2-TZVPD basis set.

Results
ΔE to the lowest compared entry with this formula, charge and spin (kcal per mole): 35.0
SMILES: Cc1ccc(S(=O)(=O)N2CCC(C)CC2)cc1C(=O)NCc1ccccn1
Energy (Eh): -1565.325823
HOMO (eV): -9.34
Max |F| (eV Å⁻¹): 0.99

CARTESIAN COORDINATES (ANGSTROEM)
C  1.05776  4.83353  -0.93970
C  1.72091  3.53981  -0.59273
C  2.95727  3.21534  -1.14305
C  3.57768  2.00907  -0.86469
C  2.96234  1.12509  -0.00173
S  3.69320  -0.45881  0.39496
O  4.65081  -0.79906  -0.62200
O  4.12596  -0.46228  1.76132
N  2.32170  -1.41730  0.30020
C  2.25540  -2.56674  1.17494
C  0.80425  -3.02963  1.27082
C  0.26649  -3.37446  -0.12007
C  -1.19523  -3.80677  -0.05085
C  0.43989  -2.15966  -1.03558
C  1.89820  -1.70536  -1.04990
C  1.74465  1.42518  0.57067
C  1.10254  2.61966  0.26477
C  -0.24258  2.88328  0.87323
O  -0.59635  3.95056  1.33522
N  -1.02821  1.78430  0.88745
C  -2.39493  1.81046  1.33928
C  -3.23563  0.85352  0.53869
C  -4.62016  0.82106  0.68216
C  -5.34420  -0.08598  -0.07023
C  -4.66675  -0.92719  -0.94171
C  -3.28868  -0.81974  -1.01107
N  -2.59015  0.04111  -0.28861
H  0.70836  5.32757  -0.03657
H  1.74063  5.48854  -1.47375
H  0.18543  4.65135  -1.56720
H  3.43696  3.91898  -1.80749
H  4.52494  1.73966  -1.30429
H  2.64417  -2.25042  2.14329
H  2.88475  -3.38604  0.79498
H  0.19994  -2.22956  1.70204
H  0.74364  -3.89924  1.92666
H  0.85990  -4.20236  -0.52492
H  -1.56429  -4.06895  -1.03986
H  -1.81115  -3.00198  0.34492
H  -1.30561  -4.67391  0.59595
H  -0.18832  -1.34399  -0.67254
H  0.13085  -2.40595  -2.05288
H  2.01896  -0.78971  -1.63318
H  2.53486  -2.48222  -1.49865
H  1.31518  0.71713  1.26120
H  -0.78063  0.95640  0.36316
H  -2.77433  2.83505  1.25217
H  -2.45010  1.53327  2.40241
H  -5.10933  1.49565  1.36767
H  -6.41963  -0.13586  0.01750
H  -5.19419  -1.64519  -1.54903
H  -2.70715  -1.44720  -1.67340

=====

This record from OMol25 describes C31H38FN2O3S2Sc as an isolated structure. The level of theory is ωB97M-V with the def2-TZVPD basis set.

Results
Total charge: -2
ΔE to the lowest compared entry with this formula, charge and spin (kcal per mole): 15.0
Energy (Eh): -3196.404812
HOMO (eV): -0.45
Max |F| (eV Å⁻¹): 0.95

CARTESIAN COORDINATES (ANGSTROEM)
Sc  1.15853  -1.02736  0.12038
C  -1.12376  -4.52852  0.16840
C  -0.38334  -4.53854  1.47292
C  -0.14210  -5.73219  2.14111
C  0.52501  -5.74510  3.35676
C  0.94908  -4.54575  3.90663
C  0.71860  -3.33665  3.25989
C  1.15011  -2.05062  3.90221
C  0.04517  -3.32377  2.03232
N  -0.20821  -2.11269  1.36398
C  -1.47898  -1.55615  1.54847
C  -2.48830  -2.16910  2.48548
C  -1.75123  -0.39428  0.90828
C  -3.04733  0.32373  1.18791
N  -0.72618  0.15540  0.07701
C  -1.20932  1.18974  -0.75984
C  -2.32744  0.80133  -1.65682
C  -2.28908  -0.61306  -2.15844
C  -3.36140  1.61367  -1.96087
C  -3.51688  2.90780  -1.35677
C  -2.60948  3.37972  -0.47902
C  -1.36364  2.70446  -0.14052
C  -0.87187  2.93161  1.26981
H  -1.35481  -5.54674  -0.14960
H  -0.52655  -4.03695  -0.60471
H  -2.05858  -3.96733  0.25175
H  -0.47196  -6.66243  1.69081
H  0.72361  -6.68132  3.86479
H  1.48298  -4.53994  4.85110
H  1.84607  -2.24695  4.71947
H  0.28830  -1.50923  4.30561
H  1.63949  -1.39045  3.18362
H  -2.16913  -3.14219  2.85742
H  -3.45938  -2.30511  2.00018
H  -2.66970  -1.53178  3.36020
H  -3.19088  0.47715  2.26415
H  -3.92116  -0.24299  0.84351
H  -3.11009  1.30018  0.72093
H  -1.27767  -0.89489  -2.46259
H  -2.97085  -0.73734  -3.00271
H  -2.56581  -1.31505  -1.36779
H  -4.13842  1.24857  -2.62622
H  -4.43191  3.46392  -1.53679
H  -2.85482  4.26431  0.10513
H  -0.35990  3.89488  1.35237
H  -0.17372  2.14373  1.54992
H  -1.69650  2.91224  1.98497
F  5.82087  3.35222  -1.22694
C  4.80132  2.45442  -0.98502
C  4.01757  2.62198  0.13532
C  2.99040  1.69865  0.35112
C  2.69674  0.63529  -0.51721
C  3.56204  0.52368  -1.61665
C  4.60722  1.41154  -1.86510
H  4.21681  3.43949  0.81828
H  2.38567  1.85100  1.24655
H  3.44159  -0.30968  -2.30668
H  5.26584  1.29853  -2.71751
O  2.70320  -1.94145  1.05269
S  3.30360  -2.98022  0.09719
O  4.60256  -2.54640  -0.36060
O  3.24408  -4.29314  0.69502
S  1.93911  -2.87177  -1.46735
C  0.04183  4.55804  -2.13943
C  -0.03602  3.06370  -2.46632
C  1.33669  2.61679  -2.95996
C  -1.01423  2.85916  -3.62088
C  -0.31316  2.33191  -1.14220
H  0.37717  5.12062  -3.01561
H  0.75798  4.73475  -1.33485
H  -0.92914  4.94697  -1.82972
H  1.59162  3.14266  -3.88523
H  1.35689  1.54390  -3.15826
H  2.11489  2.81237  -2.22493
H  -0.60516  3.36151  -4.50247
H  -1.99822  3.27232  -3.41842
H  -1.13616  1.80491  -3.86277
H  0.62983  2.19824  -0.61687

=====

This record from OMol25 describes one molecule with the formula C6H13N. The level of theory is ωB97M-V with the def2-TZVPD basis set.

Results
ΔE to the lowest compared entry with this formula, charge and spin (kcal per mole): 43.7
SMILES: CCCC/C=C/N
Energy (Eh): -291.089183
HOMO (eV): -7.76
Max |F| (eV Å⁻¹): 7.48

CARTESIAN COORDINATES (ANGSTROEM)
C  1.68540  2.32461  1.57561
C  0.43980  1.88150  0.69656
C  -0.45626  0.75382  1.16251
C  0.30885  -0.57044  0.68238
C  0.20076  -0.92060  -0.84964
C  -0.97722  -1.61590  -1.11711
N  -1.33462  -2.18378  -2.33704
H  2.40178  3.06497  1.10118
H  2.30618  1.55861  1.94465
H  1.23498  2.89392  2.41674
H  0.72240  1.78486  -0.35085
H  -0.15527  2.93727  0.55458
H  -0.69698  0.63063  2.21785
H  -1.40510  0.66023  0.57101
H  -0.10163  -1.41106  1.25300
H  1.34273  -0.38800  0.92766
H  1.02382  -0.94480  -1.40806
H  -1.78268  -1.49681  -0.37914
H  -1.94807  -2.91553  -2.20728
H  -0.80772  -2.20580  -3.18387

=====

Q: Which value of max |F| does entry 3 give?
A: 4.05 eV Å⁻¹